No. 1
Computed, not measured: a 2-piece molecular cluster, C2H2N4O3 overall, with ωB97M-V with the def2-TZVPD basis set.

Geometry (Å):
O 0.67 0.40 4.18
N -0.43 1.89 0.94
H 1.57 0.24 -0.91
N 0.37 -0.02 3.13
O -1.02 -1.51 -0.13
N 0.13 -0.41 2.11
O 0.74 -2.02 -1.35
C 0.56 0.06 -0.51
N 0.15 -1.16 -0.70
C -0.09 1.05 0.22
H -1.65 -0.90 0.20

Kohn-Sham gap	9.43	eV
net charge	0
E_HOMO	-9.8528	eV
SMILES string	N#C/C=[N+](/[O-])O.N#[N+][O-]

Here are the natural (NBO) charges for atoms 1 to 6, given in e: -0.3268 -0.2897 0.2602 0.4475 -0.5262 -0.1272

No. 2
Computed, not measured: a 6-piece molecular cluster, C23H56BrClF3N2O7P2 overall, with ωB97M-V with the def2-TZVPD basis set.

Geometry (Å):
C 0.63 0.99 1.53
H -1.88 -9.87 -1.39
H -0.54 3.02 1.11
H -2.08 1.46 1.32
N -1.25 -0.45 0.38
H -1.47 -7.94 0.17
C 1.39 1.77 -1.81
C 4.03 5.07 -2.83
F 1.01 2.78 -2.86
H -2.99 -8.53 -1.76
C -1.94 -8.84 -1.75
H 2.94 -6.52 2.73
H -1.77 3.96 -5.46
Cl -3.39 0.93 -5.41
H 4.37 4.05 -3.01
C -2.52 3.53 -4.63
H -2.35 4.16 -3.66
H 2.40 4.52 -1.92
H -2.34 6.63 1.84
H -2.72 7.91 3.96
O 3.17 5.08 -1.71
H -1.41 -4.22 -1.27
H -3.10 0.68 -2.77
H -0.65 2.20 -0.90
C 1.89 -6.22 2.73
H 2.97 6.65 -3.85
H 0.55 -3.21 -0.54
O 1.20 -0.72 -0.15
H 6.03 0.67 3.05
H 6.01 -0.72 4.16
H -2.42 2.33 -2.16
H -0.98 2.96 3.42
H -3.88 6.57 3.83
F 2.30 2.48 -0.88
C 0.10 0.27 0.15
H -1.08 -1.02 1.27
O -2.15 4.82 2.79
H 4.57 -1.18 2.15
H -0.06 -8.22 -0.87
H -0.16 0.58 -3.42
P -3.53 -1.83 -0.78
H -3.15 -0.06 1.45
H 5.05 0.74 4.51
C -0.01 1.23 -1.17
C 4.23 -0.52 2.96
C -1.62 -1.46 -0.69
C 1.06 -7.14 1.85
C -2.82 6.82 3.94
N -1.16 -3.77 1.14
H 4.91 5.68 -2.59
C -2.01 6.23 2.80
H -3.09 4.62 2.67
H -3.62 3.68 -5.07
O -1.20 -6.58 -1.34
H -1.97 -1.34 -3.04
C -2.39 0.49 0.71
H -2.14 -6.32 -1.32
F 2.21 0.76 -2.52
H 3.96 5.64 -4.92
O 1.80 -4.89 2.25
H 1.53 -6.24 3.77
H -1.11 1.77 -4.97
C 5.40 0.07 3.71
H -0.95 6.47 2.92
H 0.86 -4.63 2.27
H -0.01 0.50 2.41
Br -3.98 -3.37 -2.41
H 1.12 -8.17 2.21
O 3.45 0.53 2.39
H 1.42 -7.10 0.82
H 3.59 -1.10 3.63
P -0.88 -3.23 -0.36
C 0.42 2.60 1.64
C -0.85 0.55 -2.44
H 0.68 3.95 3.53
C -2.14 1.94 -4.43
H 0.01 -6.83 1.84
H -2.49 6.41 4.90
C -1.11 -7.92 -0.87
H 2.09 -0.28 -0.07
H 0.65 2.02 3.91
H -0.21 -1.64 -2.47
H -1.58 -8.80 -2.78
H 1.75 0.76 1.80
C -1.21 -1.04 -2.22
H 4.02 1.03 1.79
C -2.19 1.43 -2.87
C 0.18 2.91 3.27
O -4.10 -2.59 0.68
C 3.31 5.63 -4.04
H 2.42 5.03 -4.27
H -3.74 -2.16 1.51
H -1.72 -3.06 1.65
H 1.36 3.25 1.36
H -2.95 0.93 -0.25

Kohn-Sham gap	8.32	eV
net charge	+1
E_HOMO	-11.6915	eV

Here are the Mulliken charges for atoms 1 to 6, given in e: -0.5783 0.3595 0.0882 -0.0293 0.0088 0.2430

No. 3
Computed, not measured: a 2-piece molecular cluster, C13H30ClO4P overall, with ωB97M-V with the def2-TZVPD basis set.

Geometry (Å):
H -2.48 -1.55 -2.85
H 3.24 2.42 -1.77
H 3.74 -2.16 0.63
H -1.57 1.82 2.06
H 1.06 0.83 0.93
H -2.46 -1.50 1.35
H -0.10 3.53 1.72
C 0.38 3.23 -0.33
H 2.76 -0.30 2.80
C -0.90 1.00 1.79
C -1.53 -1.28 0.82
H -0.58 -1.83 -1.03
P -2.91 -1.79 -1.55
H 1.90 -0.07 -0.92
H -0.69 3.08 -0.51
O -5.79 -2.00 -2.84
C -1.43 0.23 0.57
O -5.57 -4.34 -2.69
H -1.50 -3.18 -0.26
H 1.61 3.37 1.45
C 2.85 0.45 -1.04
H -0.69 -1.60 1.44
C 2.59 1.98 -1.01
C 3.49 -1.00 2.41
H 2.91 2.40 -0.06
O -7.72 -3.35 -2.56
H 4.48 -0.58 2.59
H 1.06 1.42 2.57
H 4.16 0.75 0.68
C 3.27 -1.22 0.91
H -3.65 -0.68 -1.16
C 1.14 2.36 -1.36
C 0.65 2.96 1.16
C 3.82 -0.07 0.04
H -3.80 -2.87 -1.57
H -2.42 0.62 0.30
H -0.90 0.30 2.64
O -6.15 -3.09 -0.79
H 1.15 2.94 -2.28
H -0.79 0.40 -0.30
Cl -6.34 -3.21 -2.22
H 2.19 -1.34 0.74
H 0.56 4.28 -0.54
H 0.56 1.47 -1.60
H 3.23 0.18 -2.03
H 3.42 -1.94 2.97
H 4.71 -0.45 -0.46
C -1.48 -2.11 -0.48
C 0.54 1.51 1.61

Kohn-Sham gap	8.92	eV
net charge	0
E_HOMO	-9.1657	eV

Here are the natural (NBO) charges for atoms 1 to 6, given in e: 0.0563 0.2112 0.2027 0.2121 0.1981 0.2209

> What is the net charge in the first record?

0

> The lowest Kohn-Sham gap belongs to which entry?

C23H56BrClF3N2O7P2